Here is a 2-piece molecular cluster, F2H2NOP overall at a distorted geometry from the Open Molecules 2025 dataset. Energies are from ωB97M-V with the def2-TZVPD basis set.

Values from the calculation:
LUMO energy (spin up / spin down) = -2.327 / -2.082 eV
E_tot = -18292.234 eV
energy relative to the best compared isomer or geometry (same formula, charge and spin) = 5.084 eV
HOMO (spin up / spin down) = -11.60 / -10.35 eV
gap between HOMO and LUMO (spin up / spin down) = 9.3 / 8.3 eV
total charge = 0
strongest force on any atom = 2.20 eV/Å

Last column: natural (NBO) charge in e.
Atoms and positions in Å:
N1 1.783 -0.335 -0.627  -1.1652
O1 -1.828 0.158 0.604  -0.6876
F1 0.509 -2.097 0.987  -0.5424
F2 1.149 0.042 1.765  -0.5438
P1 0.689 -0.614 0.402  2.0941
H1 1.751 -0.604 -1.591  0.4130
H2 -1.780 0.803 1.308  0.4320